Formula: C7H12O
Source: the Open Molecules 2025 dataset
Level of theory: ωB97M-V/def2-TZVPD

Last column: natural (NBO) charge in e.
Atoms and positions in Å:
C: 0.132 0.493 -0.389  0.231
O: -0.761 1.615 -0.359  -0.720
H: 2.091 0.041 -1.230  0.213
H: -0.068 -2.352 1.053  0.204
H: 0.034 -1.431 -1.644  0.194
C: 1.377 0.869 -1.180  -0.630
H: 0.118 1.007 2.729  0.220
H: 1.153 -0.413 2.972  0.230
H: -2.541 -0.478 -0.246  0.217
C: -0.037 -1.383 0.561  -0.189
C: 0.893 0.381 2.270  -0.664
C: -0.486 -0.943 -0.809  -0.229
H: -0.423 2.203 0.334  0.465
H: 1.113 1.145 -2.206  0.220
C: 0.364 -0.156 0.961  0.008
H: 1.882 1.727 -0.723  0.202
C: -1.987 -0.962 -1.057  -0.609
H: -2.350 -1.992 -1.145  0.205
H: 1.725 1.070 2.096  0.217
H: -2.230 -0.442 -1.989  0.213

gap between HOMO and LUMO: 0.36709 Ha
structure (SMILES): CC1=C[C@@H](C)[C@@]1(C)O
E_tot: -9499.7570 eV
ΔE to the lowest compared entry with this formula, charge and spin: 24.5 kcal/mol
highest occupied orbital energy: -0.3350 Eh

Formula: C7H12O
Source: the Open Molecules 2025 dataset
Level of theory: ωB97M-V/def2-TZVPD

Last column: natural (NBO) charge in e.
Atoms and positions in Å:
C: -1.386 1.126 0.319  0.184
H: -0.280 -1.345 1.942  0.200
C: -0.056 0.854 0.195  -0.190
H: -3.159 -1.157 -1.039  0.191
H: 1.781 1.770 0.821  0.208
H: 2.296 -1.701 -0.734  0.221
H: 1.473 1.992 -0.777  0.211
H: 1.619 -0.318 -1.654  0.205
H: -1.309 -0.881 -1.090  0.196
C: 0.345 -1.541 1.077  -0.437
H: -2.146 -1.688 0.264  0.190
O: -2.464 0.421 0.009  -0.480
H: 0.386 2.943 0.312  0.218
C: 1.880 -0.670 -0.650  -0.653
C: -2.215 -0.909 -0.493  -0.258
H: 2.673 0.050 -0.373  0.218
H: -1.711 2.120 0.568  0.179
C: 0.632 -0.512 0.267  0.015
H: 0.708 -2.523 0.874  0.200
C: 0.932 1.971 0.164  -0.618

gap between HOMO and LUMO: 0.33048 Ha
structure (SMILES): C=C(C)/C(C)=C\OC
E_tot: -9498.6749 eV
ΔE to the lowest compared entry with this formula, charge and spin: 49.4 kcal/mol
highest occupied orbital energy: -0.2961 Eh

Formula: C7H12O
Source: the Open Molecules 2025 dataset
Level of theory: ωB97M-V/def2-TZVPD

Last column: natural (NBO) charge in e.
Atoms and positions in Å:
C: -3.175 -1.688 -1.026  -0.377
H: -1.757 -2.471 -2.376  0.205
C: 1.582 -0.614 -0.724  -0.009
H: 2.633 -1.805 0.623  0.223
H: 3.578 -0.121 -0.991  0.200
C: 1.876 -1.021 0.715  -0.650
C: 0.302 -0.989 -1.332  -0.206
H: 2.262 -0.222 1.341  0.223
H: 2.360 0.193 -2.451  0.199
C: -0.753 -1.496 -0.691  -0.212
H: 1.036 -1.484 1.193  0.211
H: 0.228 -0.821 -2.401  0.204
C: 2.609 -0.170 -1.468  -0.395
H: -4.054 -1.899 -1.619  0.199
H: 0.342 5.901 4.223  0.472
H: -1.069 5.548 4.799  0.472
C: -1.946 -1.943 -1.452  -0.212
H: -3.371 -1.169 -0.092  0.190
H: -0.880 -1.570 0.383  0.206
O: -0.602 5.925 4.047  -0.944

gap between HOMO and LUMO: 0.33042 Ha
structure (SMILES): C=C/C=C/C(=C)C.O
E_tot: -9499.0173 eV
ΔE to the lowest compared entry with this formula, charge and spin: 41.5 kcal/mol
highest occupied orbital energy: -0.3035 Eh

Formula: C7H12O
Source: the Open Molecules 2025 dataset
Level of theory: ωB97M-V/def2-TZVPD

Last column: Mulliken spin population.
Atoms and positions in Å:
H: -0.455 2.656 -0.528  0.005
C: 1.310 0.354 0.620  0.348
C: 0.154 -2.568 -0.252  0.011
H: 0.071 -2.580 0.833  0.003
H: 0.784 -1.994 -2.790  0.002
C: -1.060 0.659 -0.148  0.006
H: 0.957 -3.261 -0.512  -0.004
H: -1.905 0.013 -0.007  0.007
C: -1.265 1.984 -0.275  0.225
H: 0.787 -0.166 -2.752  0.000
H: -2.273 2.392 -0.303  0.009
H: 2.147 -0.296 0.811  0.014
H: -0.790 -2.995 -0.602  0.012
C: 0.663 -1.094 -2.207  0.124
H: 0.146 2.398 3.332  0.000
H: 1.416 1.354 1.006  0.037
C: 0.194 -0.026 -0.089  0.152
O: -0.156 2.107 2.465  0.007
H: -1.082 2.302 2.318  -0.002
C: 0.358 -1.240 -0.918  0.043

charge: +1
gap between HOMO and LUMO (spin up / spin down): 0.35261 / 0.22661 Ha
E_tot: -9490.4844 eV
ΔE to the lowest compared entry with this formula, charge and spin: 14.6 kcal/mol
multiplicity: 2
highest occupied orbital energy (spin up / spin down): -0.5168 / -0.5147 Eh

Formula: C7H12O2
Source: the Open Molecules 2025 dataset
Level of theory: ωB97M-V/def2-TZVPD

Last column: natural (NBO) charge in e.
Atoms and positions in Å:
C: 0.757 -0.681 -2.359  -0.346
H: 2.047 0.044 -0.146  0.204
C: -0.748 -2.421 0.011  -0.383
H: -1.072 -2.855 -0.916  0.171
C: 1.577 0.876 -0.658  -0.211
H: 1.230 2.948 -0.656  0.188
H: -0.835 -0.620 3.233  0.492
H: -0.528 1.472 1.677  0.227
H: -0.410 -3.028 0.830  0.170
H: 0.198 -0.889 -3.261  0.197
C: 1.692 2.111 -0.175  -0.400
C: -1.413 0.913 1.356  -0.699
C: -1.162 -0.554 1.334  0.585
H: 1.256 -1.516 -1.893  0.203
C: 0.835 0.548 -1.858  -0.249
H: -2.244 1.160 2.017  0.216
O: -1.190 -1.180 0.223  -0.329
H: -1.664 1.231 0.348  0.249
H: 0.326 1.368 -2.342  0.196
H: 2.247 2.321 0.729  0.197
O: -0.900 -1.246 2.507  -0.680

gap between HOMO and LUMO (spin up / spin down): 0.24895 / 0.24888 Ha
E_tot: -11543.7138 eV
ΔE to the lowest compared entry with this formula, charge and spin: 108.1 kcal/mol
highest occupied orbital energy (spin up / spin down): -0.2278 / -0.2277 Eh

Formula: C7H12O3
Source: the Open Molecules 2025 dataset
Level of theory: ωB97M-V/def2-TZVPD

Last column: natural (NBO) charge in e.
Atoms and positions in Å:
H: -0.694 -1.562 0.971  0.217
H: -1.407 -1.683 -1.563  0.216
C: 0.711 0.143 1.470  -0.335
O: -2.214 2.595 -1.808  -0.964
H: -1.505 2.264 -1.206  0.492
C: 0.143 -0.974 0.575  -0.244
C: -0.262 -0.233 -0.713  0.106
C: 2.148 -0.354 1.131  -0.383
C: 0.294 1.445 0.850  0.794
O: 0.467 2.569 1.252  -0.559
H: 0.461 0.113 2.536  0.245
H: 1.587 -2.485 1.253  0.215
H: 0.524 -0.299 -1.480  0.191
H: 2.645 0.268 0.374  0.216
O: -0.291 1.209 -0.335  -0.535
H: -3.046 2.364 -1.385  0.460
C: -1.606 -0.616 -1.283  -0.633
H: -2.393 -0.580 -0.517  0.217
H: -1.809 -0.090 -2.225  0.248
C: 1.531 -1.647 0.548  -0.394
H: 1.897 -1.981 -0.432  0.207
H: 2.819 -0.466 1.990  0.222

gap between HOMO and LUMO: 0.40308 Ha
structure (SMILES): C[C@H]1OC(=O)[C@@H]2CC[C@H]12.O
E_tot: -13595.7908 eV
ΔE to the lowest compared entry with this formula, charge and spin: 6.5 kcal/mol
highest occupied orbital energy: -0.3762 Eh

Number 1: M 112.172 g/mol. Number 2: M 112.172 g/mol. Number 3: M 112.172 g/mol. Number 4: M 112.172 g/mol. Number 5: M 128.171 g/mol. Number 6: M 144.170 g/mol.